i | Density functional theory data (ωB97M-V with the def2-TZVPD basis set) for an isolated molecule of C3H3NS2.

Properties
HOMO-LUMO gap ... 8.50 eV
E_LUMO ... -0.77 eV

Geometry as ORCA input:
```
! RIJCOSX wB97M-V def2-TZVPD def2/J DEFGRID3
* xyz 0 1
C -1.26 -1.00 -1.00
C 0.34 -0.29 -0.31
C 0.06 0.81 0.72
N -2.31 -1.39 -1.18
S 1.66 -0.15 -1.41
S 1.46 -1.52 0.14
H 0.41 0.60 1.70
H -0.98 1.16 0.90
H 0.61 1.79 0.43
*
```

***

ii | Density functional theory data (ωB97M-V with the def2-TZVPD basis set) for an isolated molecule of C3H3NS2.

Properties
HOMO-LUMO gap ... 8.16 eV
E_LUMO ... -0.61 eV

Geometry as ORCA input:
```
! RIJCOSX wB97M-V def2-TZVPD def2/J DEFGRID3
* xyz 0 1
C 3.88 -0.34 0.14
C 1.32 0.88 -0.01
C -0.01 0.29 0.05
N 4.12 0.81 0.04
S 2.43 1.90 -0.10
S 3.19 -1.79 -0.01
H -0.05 -0.15 1.09
H -0.87 0.94 -0.12
H -0.35 -0.33 -0.78
*
```

***

Decreasing stability: i, ii

***

i | Density functional theory data (ωB97M-V with the def2-TZVPD basis set) for a cluster of 2 separate species, C3H3NS2 in total.

Properties
HOMO-LUMO gap ... 9.55 eV
E_LUMO ... -0.55 eV

Geometry as ORCA input:
```
! RIJCOSX wB97M-V def2-TZVPD def2/J DEFGRID3
* xyz 0 1
C 2.29 -0.64 0.67
C 1.72 -1.65 0.42
C -1.25 0.48 0.81
N -0.92 -0.39 1.49
S -1.71 1.86 -0.04
S -1.43 1.62 -2.08
H 2.46 0.33 0.96
H 1.34 -2.57 0.13
H -2.49 0.96 -2.37
*
```

***

ii | Density functional theory data (ωB97M-V with the def2-TZVPD basis set) for an isolated molecule of C3H3NS2.

Properties
HOMO-LUMO gap ... 7.79 eV
E_LUMO ... -0.80 eV

Geometry as ORCA input:
```
! RIJCOSX wB97M-V def2-TZVPD def2/J DEFGRID3
* xyz 0 1
C -4.34 0.18 0.07
C -1.32 0.65 0.17
C -0.39 -0.40 -0.05
N -4.27 1.36 0.35
S -2.22 1.87 0.22
S -4.23 -1.33 -0.36
H 0.66 -0.11 -0.34
H -0.15 -1.04 0.80
H -0.84 -1.13 -0.68
*
```

***

Decreasing stability: ii, i

***

i | Density functional theory data (ωB97M-V with the def2-TZVPD basis set) for a structure of composition C6H13NO.

Properties
HOMO-LUMO gap ... 7.97 eV
E_LUMO ... 0.80 eV

Geometry as ORCA input:
```
! RIJCOSX wB97M-V def2-TZVPD def2/J DEFGRID3
* xyz 0 1
C -0.69 0.73 1.30
C -1.41 0.80 -1.09
C -0.40 0.19 -0.10
N -0.64 -2.10 0.93
C -0.45 -1.31 -0.17
H -0.24 -1.75 1.79
H -0.41 -3.08 0.78
H -0.87 -1.75 -1.07
H -0.62 1.82 1.30
H -1.69 0.44 1.65
H -1.31 0.37 -2.09
H -1.22 1.88 -1.17
H -2.44 0.65 -0.75
H 0.06 0.39 2.02
C 1.04 0.60 -0.59
C 2.05 1.19 0.11
O 1.32 -1.34 -0.56
H 1.86 -1.35 -1.38
H 1.03 0.90 -1.64
H 2.26 0.92 1.14
H 2.78 1.81 -0.40
*
```

***

ii | Density functional theory data (ωB97M-V with the def2-TZVPD basis set) for an isolated molecule of C6H13NO.

Properties
HOMO-LUMO gap ... 5.92 eV
E_LUMO ... -1.71 eV

Geometry as ORCA input:
```
! RIJCOSX wB97M-V def2-TZVPD def2/J DEFGRID3
* xyz 0 1
C -1.19 1.11 -0.72
N -2.03 0.51 0.20
C -2.17 -0.92 0.11
O -1.07 -1.80 0.38
C 0.50 1.31 -0.33
C 1.29 0.16 -0.03
C 1.68 -0.14 1.38
C 2.46 -0.12 -0.95
H -1.22 0.60 -1.69
H -1.61 2.10 -0.99
H -2.89 -1.23 0.88
H -2.50 -1.18 -0.89
H 0.74 1.98 -1.16
H 0.35 1.87 0.58
H -0.24 -1.34 0.11
H 2.58 0.26 1.85
H 1.61 -1.19 1.67
H 0.90 0.17 2.10
H 2.94 -1.07 -0.74
H 2.10 -0.24 -1.99
H 3.22 0.67 -0.98
*
```

***

Decreasing stability: i, ii

***

i | Density functional theory data (ωB97M-V with the def2-TZVPD basis set) for an isolated molecule of C6H13NO.

Properties
HOMO-LUMO gap ... 9.89 eV
E_LUMO ... 0.81 eV

Geometry as ORCA input:
```
! RIJCOSX wB97M-V def2-TZVPD def2/J DEFGRID3
* xyz 0 1
C 0.45 -0.48 -0.21
C 0.82 1.23 -0.09
C 1.17 -0.92 -1.47
C 1.00 -1.18 1.03
C -2.88 0.66 0.05
C -1.55 0.08 0.43
O 2.20 1.40 0.07
N -0.95 -0.67 -0.43
H 2.45 1.06 0.94
H 0.56 1.67 -1.06
H 0.29 1.75 0.71
H -1.28 0.24 1.48
H 2.24 -0.71 -1.42
H 1.03 -1.99 -1.61
H 0.75 -0.42 -2.34
H 0.66 -2.22 1.00
H 2.09 -1.15 1.05
H 0.62 -0.73 1.95
H -3.00 0.68 -1.03
H -3.65 0.02 0.46
H -3.01 1.66 0.46
*
```

***

ii | Density functional theory data (ωB97M-V with the def2-TZVPD basis set) for an isolated molecule of C6H13NO.

Properties
HOMO-LUMO gap ... 9.63 eV
E_LUMO ... 0.88 eV

Geometry as ORCA input:
```
! RIJCOSX wB97M-V def2-TZVPD def2/J DEFGRID3
* xyz 0 1
C 1.14 1.52 -0.12
C 1.63 2.22 -1.38
C 0.80 0.01 -0.33
N -0.54 -0.35 0.13
C -0.71 -0.20 1.60
C -0.81 -1.76 -0.29
C -2.15 -2.17 0.34
O -3.05 -1.46 0.11
H 0.16 1.92 0.19
H 1.73 1.70 0.78
H 0.79 2.32 -2.06
H 2.03 3.18 -1.06
H 2.46 1.69 -1.85
H 0.72 -0.13 -1.41
H 1.58 -0.53 0.23
H -1.48 -0.91 1.82
H 0.13 -0.36 2.29
H -1.21 0.76 1.75
H 0.02 -2.40 0.06
H -0.88 -1.82 -1.37
H -2.36 -3.22 0.56
*
```

***

Decreasing stability: i, ii

***

i | Density functional theory data (ωB97M-V with the def2-TZVPD basis set) for a structure of composition C26H24Cl2CrN8O2S2.

Properties
HOMO-LUMO gap (alpha / beta) ... 5.24 / 5.07 eV
E_LUMO (alpha / beta) ... -4.26 / -4.49 eV

Geometry as ORCA input:
```
! RIJCOSX wB97M-V def2-TZVPD def2/J DEFGRID3
* xyz 1 4
Cr 2.83 0.36 -1.25
C 5.70 -2.91 -1.66
C 4.47 -2.07 -1.52
N 4.47 -0.89 -1.02
N 5.69 -0.22 -0.83
C 5.80 0.90 -1.59
N 6.91 1.62 -1.45
S 4.58 1.32 -2.68
C 3.17 -2.45 -2.09
C 2.84 -3.73 -2.50
C 1.63 -3.92 -3.17
C 0.82 -2.84 -3.43
C 1.22 -1.58 -2.98
N 2.36 -1.40 -2.33
H 6.45 -2.35 -2.21
H 5.50 -3.84 -2.18
H 6.10 -3.14 -0.67
H 6.27 -0.44 -0.04
H 7.65 1.38 -0.81
H 6.95 2.51 -1.92
H 3.49 -4.57 -2.30
H 1.35 -4.92 -3.50
H -0.11 -2.95 -3.96
H 0.61 -0.70 -3.13
C -9.46 0.30 4.18
O -8.29 -0.33 4.68
C -7.16 -0.21 3.95
C -7.07 0.46 2.73
C -5.86 0.52 2.06
C -4.73 -0.09 2.60
C -4.83 -0.77 3.81
C -6.03 -0.83 4.49
N -3.45 -0.07 2.00
N -3.37 0.62 0.97
C -2.10 0.67 0.32
C -2.09 1.53 -0.75
C -0.95 1.78 -1.53
C 0.21 1.13 -1.24
O 1.35 1.29 -1.91
C 0.23 0.21 -0.14
N 1.44 -0.37 0.08
C 1.59 -1.19 1.10
C 0.53 -1.50 1.95
C -0.70 -0.93 1.74
C -0.90 -0.03 0.66
H -10.24 0.10 4.92
H -9.76 -0.11 3.22
H -9.32 1.38 4.09
H -7.94 0.94 2.30
H -5.78 1.05 1.12
H -3.94 -1.24 4.22
H -6.12 -1.35 5.43
H -3.02 2.04 -0.97
H -0.99 2.50 -2.34
H 2.58 -1.59 1.27
H 0.69 -2.16 2.79
H -1.52 -1.14 2.40
Cl 3.67 6.81 -3.34
C 2.53 5.51 -2.97
Cl 3.01 4.58 -1.54
H 2.50 4.83 -3.82
H 1.56 5.95 -2.78
S 3.63 1.77 0.51
C 2.17 2.22 1.23
N 1.17 2.52 1.71
*
```

***

ii | Density functional theory data (ωB97M-V with the def2-TZVPD basis set) for a structure of composition C26H24Cl2CrN8O2S2.

Properties
HOMO-LUMO gap (alpha / beta) ... 6.43 / 6.60 eV
E_LUMO (alpha / beta) ... -3.23 / -3.17 eV

Geometry as ORCA input:
```
! RIJCOSX wB97M-V def2-TZVPD def2/J DEFGRID3
* xyz 1 4
Cr 0.38 -0.07 -0.27
C 0.83 0.15 4.32
C 1.06 0.14 2.83
N 0.13 -0.15 1.90
N -1.15 -0.48 2.33
C -2.16 -0.31 1.50
N -3.39 -0.65 1.88
S -1.92 0.36 -0.06
C 2.31 0.45 2.32
C 3.45 1.14 2.82
C 4.38 1.70 2.02
C 4.47 1.72 0.52
C 1.84 2.16 -0.90
N 2.19 0.36 0.93
H -0.21 0.01 4.61
H 1.14 1.11 4.73
H 1.42 -0.63 4.79
H -1.29 -0.88 3.24
H -3.59 -1.03 2.79
H -4.16 -0.54 1.24
H 3.59 1.23 3.88
H 5.22 2.21 2.48
H 4.53 2.72 0.09
H 1.97 2.47 -1.93
C 6.33 -0.36 -4.07
O 5.53 -0.27 -5.24
C 4.51 -1.15 -5.37
C 3.79 -1.08 -6.56
C 2.75 -1.95 -6.79
C 2.36 -2.86 -5.80
C 3.09 -2.94 -4.62
C 4.17 -2.10 -4.41
N 1.30 -3.75 -6.16
N 0.44 -4.14 -5.37
C 0.28 -3.52 -4.08
C 0.13 -4.35 -3.00
C 0.05 -3.85 -1.68
C 0.10 -2.49 -1.47
O 0.07 -1.90 -0.28
C 0.13 -1.63 -2.60
N 0.07 -0.30 -2.31
C -0.02 0.57 -3.30
C -0.07 0.17 -4.64
C 0.04 -1.16 -4.95
C 0.18 -2.12 -3.92
H 7.07 0.43 -4.15
H 6.83 -1.32 -4.00
H 5.73 -0.20 -3.17
H 4.09 -0.36 -7.31
H 2.21 -1.94 -7.73
H 2.84 -3.69 -3.88
H 4.75 -2.21 -3.51
H 0.13 -5.42 -3.16
H -0.04 -4.53 -0.84
H -0.11 1.61 -3.03
H -0.19 0.91 -5.41
H 0.00 -1.49 -5.98
Cl 3.62 -1.61 -0.81
C 2.84 -0.19 -1.35
Cl 2.87 1.05 -0.23
H 2.84 0.07 -2.40
H 5.20 1.05 0.06
S 1.06 3.23 0.29
C -0.35 3.41 -0.63
N -1.30 3.50 -1.28
*
```

***

Decreasing stability: i, ii

***

i | Density functional theory data (ωB97M-V with the def2-TZVPD basis set) for a cluster of 2 separate species, CH3ClN2O2 in total.

Properties
HOMO-LUMO gap (alpha / beta) ... 8.63 / 8.63 eV
E_LUMO (alpha / beta) ... -1.29 / -1.29 eV

Geometry as ORCA input:
```
! RIJCOSX wB97M-V def2-TZVPD def2/J DEFGRID3
* xyz 0 1
C 0.10 1.44 0.28
N -0.37 -0.48 -0.64
N 0.36 -1.36 0.02
O 1.32 -0.94 0.62
O -0.02 -2.50 -0.17
Cl -2.02 -0.86 -0.84
H 0.66 1.03 1.09
H 0.81 1.81 -0.50
H -0.82 1.87 0.15
*
```

***

ii | Density functional theory data (ωB97M-V with the def2-TZVPD basis set) for a structure of composition CH3ClN2O2.

Properties
HOMO-LUMO gap (alpha / beta) ... 8.23 / 8.75 eV
E_LUMO (alpha / beta) ... -0.74 / -0.53 eV

Geometry as ORCA input:
```
! RIJCOSX wB97M-V def2-TZVPD def2/J DEFGRID3
* xyz 0 1
C -1.08 0.34 0.32
N 1.22 -0.84 -0.47
N 0.33 0.63 0.02
O 2.39 -0.64 -0.64
O 0.89 1.42 0.80
Cl -1.52 -1.34 0.01
H -1.03 0.47 1.41
H -1.80 1.12 -0.21
H 0.59 -1.15 -1.24
*
```

***

Decreasing stability: ii, i